Record 1
42
Properties=species:S:1:pos:R:3 method="wB97M-V/def2-TZVPD" multiplicity=1 orbital_gap_ev=3.44 total_energy_ha=-4568.56655 charge=-1 lumo_ev=-0.8
Tc 7.3006 10.8517 4.9246
S 5.5608 12.5685 7.0733
Sb 3.5125 13.8094 7.3195
S 5.1776 10.6214 6.3429
S 6.9862 9.5684 6.7683
S 3.9162 14.0660 9.4589
S 3.6719 7.0105 11.0814
Sb 5.2929 5.2927 10.2207
S 9.4067 10.2863 4.3169
S 7.9381 9.7645 2.9212
S 6.3995 6.7000 8.8463
C 6.1261 9.6146 10.0804
O 7.2058 10.5507 10.1316
C 7.3490 11.1593 11.3215
C 6.2901 11.3556 12.1746
C 6.4022 12.1587 13.2890
C 7.6572 12.6203 13.7071
C 8.7422 12.2967 12.9239
C 8.6445 11.5454 11.7476
N 9.7925 11.4342 10.8489
C 10.4251 10.3499 10.4081
C 10.4034 8.9963 10.7519
C 9.3851 8.3469 11.5273
C 9.1657 7.0069 11.3407
C 10.0601 6.2213 10.5032
C 11.1228 6.7859 9.7911
C 11.4204 8.1697 10.0429
O 12.5566 8.5848 9.7503
H 6.2015 9.2213 9.0882
H 5.1687 10.0690 10.1616
H 6.2799 8.8015 10.7857
H 5.3080 10.8967 11.9413
H 5.5220 12.2585 13.9905
H 7.7676 13.2305 14.6397
H 9.6965 12.7111 13.2514
H 9.9591 12.2825 10.2641
H 11.1378 10.4774 9.6428
H 8.7087 8.8547 12.1072
H 8.3269 6.6809 11.9905
H 9.9159 5.1806 10.3383
H 11.7334 6.2221 9.0824
O 6.8265 12.4306 4.3386

Record 2
50
Properties=species:S:1:pos:R:3 method="wB97M-V/def2-TZVPD" multiplicity=2 orbital_gap_ev="5.35 / 5.09" total_energy_ha=-2782.04851 charge=-1 lumo_ev="-0.4 / -0.7" e_above_lowest_kcal_mol=33.69
Ir -1.0509 0.7965 -0.0861
O -3.1775 2.6578 3.2131
C -2.6159 1.9771 2.3679
O -2.7593 2.0078 1.1172
C -1.6396 0.9056 2.8509
C -1.2026 0.8590 4.1507
C -0.4268 -0.2240 4.5552
C -0.2087 -1.2959 3.6554
C 0.4751 -2.4701 3.9961
C 0.6117 -3.5278 3.0868
C 0.0600 -3.4426 1.8330
C -0.6360 -2.2791 1.4507
C -0.7287 -1.1854 2.3311
N -1.2871 -0.0264 1.9292
H -1.4899 1.6598 4.8129
H -0.0438 -0.2826 5.5611
H 0.9235 -2.5480 4.9767
H 1.1467 -4.4158 3.3882
H 0.1637 -4.2551 1.1321
H -1.2163 -2.2707 0.5436
Cl -5.5059 -1.4549 -2.6302
C -4.2633 -1.3977 -1.4038
Cl -4.1164 -2.9582 -0.5826
C -2.8371 -1.0623 -2.0329
O -2.6806 -1.1807 -3.2213
O -2.0418 -0.7390 -1.1235
H -4.5246 -0.6508 -0.6503
F -1.5688 3.4172 -1.4363
C -1.6342 2.0798 -1.6682
F -2.9589 1.8261 -1.8724
H -1.1313 1.9137 -2.6393
O 2.0357 -2.6965 -0.5864
C 1.6090 -1.5597 -0.5913
O 0.6668 -1.0523 0.0601
C 2.3277 -0.5007 -1.4386
C 3.6938 -0.3602 -1.2884
C 4.3826 0.6482 -1.9588
C 3.6399 1.4938 -2.7455
O 4.0662 2.5519 -3.5073
C 2.9048 3.0802 -4.1132
O 1.7900 2.2874 -3.7667
C 2.2600 1.3365 -2.9016
C 1.5708 0.3409 -2.2533
H 4.2337 -1.0512 -0.6610
H 5.4505 0.7602 -1.8692
H 3.0299 3.0815 -5.2089
H 2.7505 4.1145 -3.7622
H 0.5139 0.1777 -2.4039
N 1.1180 2.8178 0.9020
C 0.3226 2.0989 0.4901

Record 3
19
Properties=species:S:1:pos:R:3 method="wB97M-V/def2-TZVPD" multiplicity=1 orbital_gap_ev=10.32 total_energy_ha=-311.00696 smiles="C/C=C/CCCO" lumo_ev=1.1 e_above_lowest_kcal_mol=32.83
C 1.0510 -0.7121 -2.0408
O 2.4336 -0.4479 -2.2901
C 0.7694 -1.1512 -0.6048
C 1.1073 -0.1120 0.4632
C -0.0938 0.3363 1.3099
C -1.2683 0.6509 0.7935
C -2.5026 1.0678 1.5575
H 0.8758 -1.5826 -2.6734
H 0.4946 0.1721 -2.3542
H 2.7147 0.3802 -1.9283
H 1.3372 -2.0553 -0.3935
H -0.2692 -1.4764 -0.5358
H 1.5338 0.8216 0.0811
H 1.8256 -0.4854 1.1940
H 0.0282 0.3218 2.3861
H -1.4403 0.7220 -0.2783
H -2.8002 0.3881 2.3632
H -2.4220 2.0462 2.0403
H -3.3750 1.1158 0.9105

Record 4
16
Properties=species:S:1:pos:R:3 method="wB97M-V/def2-TZVPD" multiplicity=1 orbital_gap_ev=8.28 total_energy_ha=-234.36598 lumo_ev=1.1 e_above_lowest_kcal_mol=148.43
C 1.9804 -0.2525 0.6530
C 0.5796 -0.6385 0.2869
C -0.1076 1.0971 -0.2780
C -0.5466 0.2007 0.8293
C -1.6612 -0.4791 0.0193
C -0.7448 -0.4637 -1.2353
H 2.1251 0.7585 1.0783
H 2.6775 -0.3892 -0.1804
H 2.2702 -0.9858 1.4191
H 0.8353 1.6364 -0.2183
H -0.8626 1.6660 -0.8119
H -0.5949 0.5194 1.8734
H -1.9162 -1.4844 0.3623
H -2.5706 0.1215 -0.1071
H -1.1033 0.1259 -2.0877
H -0.4107 -1.4221 -1.6188

Record 5
12
Properties=species:S:1:pos:R:3 method="wB97M-V/def2-TZVPD" multiplicity=3 orbital_gap_ev="5.53 / 7.45" total_energy_ha=-499.65708 lumo_ev="0.8 / -2.5" e_above_lowest_kcal_mol=61.53
C -0.6858 -0.7635 -0.6854
C -1.6690 0.8587 0.6383
N 0.4369 -0.3004 -0.4393
O -1.8099 -0.1744 -0.2538
Si 2.1063 -0.3089 -0.1121
H -0.9873 -1.6987 -1.3574
H -1.6079 1.7137 -0.0193
H -2.6239 0.8756 1.1748
H -0.8605 0.6511 1.2838
H 2.0857 0.0927 1.2905
H 2.4138 0.4853 -1.2592
H 3.2017 -1.4313 -0.2609

Record 6
9
Properties=species:S:1:pos:R:3 method="wB97M-V/def2-TZVPD" multiplicity=1 orbital_gap_ev=11.63 total_energy_ha=-192.15261 smiles=CO.O lumo_ev=0.8 e_above_lowest_kcal_mol=3.50
C 1.1054 0.4779 -1.0133
O -0.1032 -0.2689 -0.8541
H 0.9452 1.5546 -1.1554
H 1.6774 0.3093 -0.1029
H 1.6414 0.1354 -1.8999
H -0.5311 -0.2569 -1.7039
H -0.5614 -1.0277 1.9627
H -1.0446 0.1507 0.9746
O -1.0062 -0.1974 1.8683

Record 7
8
Properties=species:S:1:pos:R:3 method="wB97M-V/def2-TZVPD" multiplicity=1 orbital_gap_ev=9.91 total_energy_ha=-734.48204 lumo_ev=-0.5 e_above_lowest_kcal_mol=37.25
N -1.0978 0.9885 -1.6436
N -2.4203 -0.6420 0.1287
O -3.2996 -0.7283 0.9566
O -2.1513 -1.4716 -0.7576
O -0.3613 1.0968 0.5969
S -1.6033 1.0985 -0.0672
H -1.7833 0.8873 -2.3849
H -0.5461 0.1107 -1.6131

Record 8
51
Properties=species:S:1:pos:R:3 method="wB97M-V/def2-TZVPD" multiplicity=1 orbital_gap_ev="5.79 / 5.78" total_energy_ha=-1692.13766 charge=+2 lumo_ev="-8.7 / -8.7" e_above_lowest_kcal_mol=0.00
Pt 0.0914 0.3974 1.2709
C 0.7492 -0.9250 2.8560
C 1.9021 -0.2392 2.3441
C 2.0100 -0.6055 0.9626
C 0.9905 -1.6513 0.6752
C 0.2658 -1.8816 1.8409
C -0.8294 -2.8640 2.0551
C 0.8664 -2.3761 -0.6164
C 3.0797 -0.1488 0.0400
C 2.8203 0.6659 3.0882
C 0.2355 -0.8594 4.2476
H -1.5659 -2.5020 2.7703
H -0.4112 -3.7899 2.4602
H -1.3360 -3.1135 1.1246
H 1.5273 -3.2475 -0.5966
H 1.1534 -1.7547 -1.4628
H -0.1470 -2.7374 -0.7780
H 3.0774 0.9369 -0.0668
H 2.9889 -0.5981 -0.9449
H 4.0490 -0.4277 0.4635
H 3.2931 1.3913 2.4274
H 3.6110 0.0702 3.5513
H 2.3057 1.2000 3.8861
H 0.5408 0.0520 4.7569
H 0.6417 -1.7094 4.8047
H -0.8502 -0.9384 4.2825
O 0.4575 3.2115 1.7012
N -0.0237 2.2675 2.1089
C -2.3889 -0.4806 -1.2799
C -2.3030 0.8757 -0.6088
C -2.8648 0.8527 0.8011
C -2.9620 1.9583 -1.4342
O -0.8405 1.1668 -0.4525
H -3.4290 -0.7947 -1.3672
H -1.8578 -1.2321 -0.6899
H -1.9526 -0.4451 -2.2785
H -3.9087 0.5382 0.7917
H -2.8137 1.8343 1.2740
H -2.3398 0.1104 1.4284
H -4.0299 1.7455 -1.4934
H -2.5767 1.9790 -2.4538
H -2.8415 2.9439 -0.9838
Te 0.2583 2.5228 -1.5270
C 0.5704 1.5231 -3.2707
C -0.0354 1.8862 -4.4549
C 0.4467 1.1549 -5.5628
C 1.4005 0.2461 -5.2061
S 1.7443 0.2973 -3.5410
H -0.7971 2.6509 -4.5213
H 0.1046 1.2927 -6.5773
H 1.9235 -0.4492 -5.8446

What did the third record say?
19
Properties=species:S:1:pos:R:3 method="wB97M-V/def2-TZVPD" multiplicity=1 orbital_gap_ev=10.32 total_energy_ha=-311.00696 smiles="C/C=C/CCCO" lumo_ev=1.1 e_above_lowest_kcal_mol=32.83
C 1.0510 -0.7121 -2.0408
O 2.4336 -0.4479 -2.2901
C 0.7694 -1.1512 -0.6048
C 1.1073 -0.1120 0.4632
C -0.0938 0.3363 1.3099
C -1.2683 0.6509 0.7935
C -2.5026 1.0678 1.5575
H 0.8758 -1.5826 -2.6734
H 0.4946 0.1721 -2.3542
H 2.7147 0.3802 -1.9283
H 1.3372 -2.0553 -0.3935
H -0.2692 -1.4764 -0.5358
H 1.5338 0.8216 0.0811
H 1.8256 -0.4854 1.1940
H 0.0282 0.3218 2.3861
H -1.4403 0.7220 -0.2783
H -2.8002 0.3881 2.3632
H -2.4220 2.0462 2.0403
H -3.3750 1.1158 0.9105